Entry from the OMol25 dataset: C10H17Cl2NSc as an isolated structure in a non-equilibrium geometry (ωB97M-V/def2-TZVPD).

```
31
Properties=species:S:1:pos:R:3:forces:R:3
Sc -1.398 -0.185 -2.196 -2.1377 -0.9050 -1.2074
Cl -2.303 1.520 -0.917 -0.4488 1.1154 0.4806
Cl -1.612 -2.378 -1.330 0.2302 -0.6834 0.1118
C -2.760 -0.383 -3.769 1.8229 0.2843 -0.2320
H -3.017 -1.277 -4.369 0.0191 0.0520 0.4296
H -2.961 0.485 -4.428 -0.2565 0.0820 0.3742
C 1.789 -0.139 -0.037 1.2277 -1.1941 1.5524
C 1.208 0.209 -1.139 -0.4763 0.8225 -3.0467
H 1.627 -1.134 0.386 0.4572 0.0421 -0.5137
C 1.095 1.674 -1.527 0.0883 0.3092 0.1288
H 0.890 -0.566 -1.895 -0.0152 0.4880 1.1056
C 2.297 2.513 -1.074 -0.0014 -0.1267 -0.1349
H 0.895 1.844 -2.595 0.1681 -0.2196 0.1121
H 0.218 2.090 -1.005 0.0988 -0.2471 -0.1542
C 2.673 2.243 0.379 -0.2857 0.2342 0.1596
H 3.163 2.342 -1.722 -0.0864 -0.0483 -0.0421
H 2.013 3.564 -1.150 0.1808 0.0932 -0.2010
C 2.653 0.766 0.787 -0.2742 0.5270 0.5508
H 3.643 2.698 0.604 0.0099 -0.1391 -0.0618
H 1.969 2.775 1.028 -0.1106 -0.0216 -0.1571
H 3.691 0.401 0.850 -0.4158 -0.3078 -0.0887
H 2.231 0.745 1.794 0.3062 -0.1971 0.2714
C -2.551 -3.084 2.653 0.0941 -0.0129 -0.1770
C -1.775 -1.799 2.997 -0.2632 -0.2825 0.5326
C -1.244 -1.108 1.834 0.6401 1.2691 -1.2387
N -0.843 -0.477 0.946 -0.6168 -1.0274 1.7232
H -3.160 -2.940 1.756 0.1150 -0.0168 0.1402
H -3.207 -3.369 3.479 0.1228 0.0516 -0.0346
H -1.856 -3.907 2.462 -0.1463 0.1238 -0.0638
H -2.432 -1.095 3.530 0.2231 -0.1453 -0.1941
H -0.932 -2.027 3.667 -0.2692 0.0804 -0.1247
```
Positions in Å, forces in eV/Å.

Gap between HOMO and LUMO (alpha / beta): 4.474 / 4.474 eV
Energy above the lowest of the compared OMol25 structures with the same formula, charge and spin: 10.2 kcal per mole
Charge: -1
Spin multiplicity: 1
Energy: -57882.03177 eV

=====

Entry from the OMol25 dataset: C16H42AlB4N2O12 as an isolated structure in a non-equilibrium geometry (ωB97M-V/def2-TZVPD).

```
77
Properties=species:S:1:pos:R:3:forces:R:3
Al 0.852 -0.090 0.181 -0.0525 -0.4023 -0.0751
B 3.125 3.613 0.608 1.3708 0.5797 -0.4196
H 3.431 2.787 -0.015 1.9475 -4.2164 -1.4456
H 3.996 4.138 0.969 3.5855 2.3720 0.2434
H 2.465 4.256 0.047 -3.3383 3.5865 -0.9340
H 2.546 3.161 1.399 -3.7389 -2.5079 2.6415
B -1.007 2.768 2.628 -0.8019 -1.9801 4.7216
H -1.502 3.596 3.111 -2.1141 3.6315 0.8176
H -0.076 2.566 3.134 4.0897 -0.5675 1.2057
H -1.535 1.842 2.461 -2.2464 -3.2948 -1.5274
H -0.739 3.121 1.644 1.2468 2.1128 -5.4421
B 2.208 -4.110 -0.473 -0.6458 -0.2287 0.2314
H 2.742 -3.189 -0.643 3.1023 3.7445 -0.4945
H 2.659 -4.914 -1.034 1.9160 -2.8063 -3.0067
H 2.241 -4.361 0.575 -0.1170 -0.3272 4.5071
H 1.189 -3.976 -0.803 -4.3581 -0.0769 -1.1352
O -8.632 5.177 0.322 0.2492 -0.7824 -0.7125
C -7.544 5.213 -0.205 -2.6379 4.4947 3.8318
O -6.886 4.397 -0.826 1.7449 -5.6197 -2.6238
B -5.574 4.814 -1.261 -0.7549 2.1771 -0.4672
O -5.557 6.244 -0.711 2.1617 -0.8577 -0.8937
C -6.641 6.482 -0.060 -1.4891 -1.1816 -0.4538
O -7.017 7.448 0.495 0.0918 1.9940 0.9557
O -5.583 4.844 -2.762 0.0333 -0.0398 1.1226
C -4.537 4.179 -3.185 0.8900 0.3621 -1.2422
O -4.139 4.152 -4.325 -0.2110 -0.5187 1.0810
C -3.844 3.602 -1.912 4.5561 -2.7498 -0.6534
O -4.438 4.003 -0.859 -2.2895 1.3033 1.3813
O -2.812 2.917 -1.810 -2.2835 1.3429 -1.3032
C 5.683 -2.497 1.042 -1.5763 -0.0692 -1.7737
O 4.823 -1.356 1.224 1.4395 -0.2987 -0.2969
C 5.033 -0.855 2.500 -0.9211 -0.5613 1.5181
C 4.134 -1.583 3.532 -0.5179 0.8126 -0.6373
N 2.885 -0.775 3.774 1.2604 -1.7524 0.9653
C 2.068 -1.401 4.825 -2.1855 -0.6127 -0.6801
C 1.259 -2.687 4.310 0.6983 1.1654 -0.8147
O 0.469 -2.434 3.135 -0.1132 -1.8223 -0.2517
C -0.287 -3.671 2.788 -0.4727 1.4608 0.1858
H 6.744 -2.348 1.241 -0.1022 0.3441 0.4154
H 5.564 -2.701 -0.022 0.2417 -0.2001 -0.0520
H 5.255 -3.376 1.525 0.2617 -0.0142 0.4483
H 4.797 0.209 2.540 0.0961 0.1150 -0.2021
H 6.057 -1.029 2.832 0.3235 0.3295 -0.1879
H 4.734 -1.805 4.414 -0.1839 0.2954 0.6092
H 3.846 -2.561 3.146 -0.0910 0.1083 -0.2507
H 3.195 0.097 4.177 0.0269 0.3642 -0.1502
H 1.427 -0.600 5.193 -0.7047 -0.1418 -0.3511
H 2.511 -1.711 5.772 1.0399 -0.3418 -0.1313
H 0.611 -3.162 5.048 0.0374 0.3950 0.5614
H 1.997 -3.440 4.033 0.2497 -0.1528 0.0768
H -0.811 -3.517 1.845 -0.0521 0.5970 0.1489
H -1.007 -3.800 3.596 -0.2241 -0.1320 -0.0228
H 0.177 -4.640 2.600 1.2686 0.3681 0.4394
C -3.538 -0.878 -0.042 0.6237 0.4127 2.2182
O -2.473 -1.096 -0.919 -1.6740 -0.3237 -2.4938
C -3.010 -1.841 -2.097 0.6204 -0.8269 1.9139
C -2.412 -1.437 -3.404 -1.9168 -0.9440 0.5367
N -1.010 -1.596 -3.274 1.6889 2.2481 -1.5871
C -0.442 -0.804 -4.388 1.2894 -1.0871 -0.6677
C 1.092 -0.923 -4.502 -1.6577 2.5876 0.6909
O 1.649 -0.035 -3.509 0.0676 -1.2214 0.6031
C 3.010 0.297 -3.743 -0.7303 -0.6428 -1.0308
H -3.899 -1.810 0.394 -0.1875 -0.3161 -0.1121
H -4.402 -0.262 -0.292 0.1123 0.0048 -1.0707
H -3.085 -0.333 0.786 -0.0460 0.0461 0.2756
H -4.087 -2.001 -2.048 -0.2622 1.0476 -0.1430
H -2.694 -2.867 -1.906 0.4558 -0.2928 -0.0811
H -2.774 -0.482 -3.785 0.5297 0.3348 0.4181
H -2.780 -2.161 -4.131 -0.4660 -0.1736 -0.3411
H -0.756 -2.546 -3.506 -0.0227 -0.2906 0.3840
H -0.821 0.206 -4.542 0.3667 0.3885 1.3643
H -0.776 -1.153 -5.365 -0.3299 -0.9963 -0.3837
H 1.252 -0.422 -5.457 0.7125 -0.4968 -0.4665
H 1.393 -1.970 -4.469 0.4910 0.1106 0.1772
H 2.987 0.828 -4.695 0.5703 0.8255 0.1144
H 3.602 -0.586 -3.979 0.1902 -0.3003 0.4875
H 3.420 0.835 -2.888 -0.1311 0.1066 -0.2828
```
Positions in Å, forces in eV/Å.

Gap between HOMO and LUMO: 1.546 eV
Energy above the lowest of the compared OMol25 structures with the same formula, charge and spin: 225.4 kcal per mole
Charge: -1
Spin multiplicity: 1
Energy: -54109.71956 eV

=====

Which value of charge does entry 1 give? -1

=====

The highest energy above the lowest of the compared OMol25 structures with the same formula, charge and spin belongs to which entry? C16H42AlB4N2O12